This record from OMol25 describes C45H120AsF6O45S15 as an isolated structure. The level of theory is ωB97M-V/def2-TZVPD.

Cartesian coordinates (Å):
As -17.012070 14.854790 6.795170
F -18.082800 14.455480 8.197480
F -16.007100 13.397770 7.138370
F -15.968080 15.297410 5.408060
F -18.069910 16.331680 6.351990
F -16.011570 15.836340 7.983890
F -18.125690 13.904990 5.678590
O -21.029570 13.140010 4.235610
S -21.530710 14.278030 3.500600
O -22.011010 14.140270 2.174200
O -22.769850 14.982820 4.417450
C -23.053170 14.480930 5.726790
C -21.924120 14.981390 6.596610
C -20.336450 15.693560 3.461190
H -23.151660 13.400090 5.625860
H -24.054820 14.760550 6.053300
H -22.347940 15.642030 7.352940
H -21.359860 15.759280 6.082210
H -21.378410 14.196160 7.119770
H -19.827200 15.744820 4.423560
H -20.894900 16.623070 3.350570
H -19.716570 15.548150 2.576480
O -15.515710 9.746190 4.815620
S -16.311440 9.174000 5.862980
O -17.840650 9.047400 5.828410
O -15.769310 7.659400 6.376630
C -14.445480 7.254910 5.970610
C -14.001840 6.037330 6.828130
C -15.859740 9.986200 7.424910
H -13.792750 8.126770 6.014160
H -14.411230 7.093770 4.893130
H -13.950540 6.301860 7.884300
H -12.967040 5.849870 6.541520
H -14.713160 5.212180 6.792750
H -15.888130 11.030990 7.115540
H -14.896100 9.778560 7.890070
H -16.626310 9.867890 8.190720
O -12.482500 13.759470 2.399810
S -13.250580 14.982550 2.433930
O -13.473790 15.712140 3.639470
O -12.566130 16.036630 1.290980
C -12.425160 15.698250 -0.137390
C -10.978470 15.234150 -0.166150
C -14.923940 14.866640 1.655120
H -12.602170 16.546780 -0.798260
H -13.083190 14.915880 -0.515540
H -10.235540 16.021670 -0.292510
H -10.817650 14.571310 -1.016380
H -10.763750 14.608700 0.700340
H -15.564390 14.154190 2.175070
H -14.836680 14.581170 0.606790
H -15.269930 15.898960 1.707160
O -11.378800 17.047380 11.796830
S -12.733070 16.790800 11.258010
O -13.101360 15.494700 10.546780
O -13.726750 16.860750 12.591100
C -14.890210 15.958740 12.751150
C -15.083970 15.766000 14.201350
C -13.340390 18.254610 10.333500
H -14.714090 14.940740 12.403670
H -15.756340 16.472380 12.333910
H -15.912800 15.073500 14.348240
H -15.178820 16.776540 14.598730
H -14.286280 15.219720 14.704710
H -14.420520 18.225680 10.476950
H -13.324450 18.267030 9.243690
H -12.968650 19.202830 10.721820
O -14.952170 21.202610 12.473960
S -16.165450 20.418430 12.655490
O -17.382260 21.096420 12.901250
O -16.428070 19.490090 11.336180
C -17.713050 19.111990 10.903390
C -17.737970 19.164750 9.429350
C -15.948400 19.137250 13.928320
H -18.570990 19.639250 11.320580
H -17.791470 18.066270 11.200740
H -18.764990 18.891150 9.187540
H -16.917120 18.638680 8.941960
H -17.595410 20.215430 9.176670
H -16.675690 18.374370 13.650540
H -16.199540 19.506800 14.922540
H -14.942030 18.730450 13.829200
O -16.397740 10.101780 10.827270
S -15.865490 11.240090 11.518520
O -16.484660 11.674060 12.761800
O -14.273980 11.027820 11.829600
C -13.554180 9.982460 11.378720
C -12.178820 10.645170 11.100970
C -15.671440 12.757050 10.415910
H -13.982760 9.579170 10.461240
H -13.563020 9.143550 12.074600
H -11.692740 11.073220 11.977660
H -12.411490 11.533670 10.514000
H -11.479970 9.991900 10.578510
H -15.594450 12.424220 9.380820
H -14.785950 13.323680 10.703890
H -16.497250 13.444340 10.599690
O -20.967460 12.735390 9.757430
S -20.071530 11.587380 9.602080
O -18.825290 11.491730 10.300990
O -20.876200 10.137880 9.454740
C -20.172910 8.852130 9.371730
C -21.041100 7.608620 9.853600
C -19.549600 11.569720 7.873220
H -19.221870 9.020370 9.877020
H -19.864450 8.714750 8.335350
H -22.026120 7.715080 9.399170
H -21.163420 7.580630 10.936350
H -20.696610 6.635390 9.503940
H -18.511190 11.242660 7.819920
H -19.483810 12.651530 7.757280
H -20.290090 11.051820 7.263650
O -24.416160 19.203300 4.396030
S -23.063520 19.695880 4.297590
O -22.256120 19.598710 3.119010
O -23.035660 21.235860 4.753200
C -23.315250 22.267090 3.837520
C -24.664440 22.864650 4.300230
C -22.165980 19.017390 5.758510
H -23.142720 22.076450 2.778280
H -22.618690 23.099950 3.933750
H -25.172210 23.211640 3.400310
H -24.452790 23.731620 4.926060
H -25.332290 22.159530 4.795100
H -21.653070 18.068200 5.603360
H -22.729720 19.017010 6.691400
H -21.311200 19.686300 5.858600
O -16.270590 22.363080 4.133040
S -17.215430 22.034300 5.201060
O -16.947980 22.020020 6.646180
O -18.438310 23.219580 5.085700
C -18.851940 23.821270 6.218180
C -20.042870 23.090610 6.717990
C -18.285370 20.547220 4.902290
H -19.210620 24.705820 5.691840
H -18.070790 24.098330 6.926090
H -20.855350 22.942660 6.006590
H -20.589030 23.573600 7.528250
H -19.820900 22.104690 7.126380
H -17.790720 19.576460 4.934480
H -18.823490 20.687600 3.964840
H -19.058350 20.491130 5.668750
O -16.395800 11.748260 -0.542320
S -17.761110 11.269440 -0.661650
O -18.062300 9.854210 -0.545960
O -18.586790 12.023150 0.501580
C -18.556420 11.550090 1.772820
C -17.499610 12.282130 2.629790
C -18.588630 12.007380 -2.180530
H -18.310690 10.490780 1.698170
H -19.583540 11.709290 2.101100
H -16.569750 11.948610 2.169120
H -17.476780 12.047200 3.693930
H -17.575770 13.338760 2.373220
H -18.223050 13.031580 -2.254540
H -19.657210 11.945160 -1.974730
H -18.450170 11.601990 -3.182820
O -20.873800 6.516630 2.534910
S -21.557080 7.605890 1.772050
O -22.986640 7.833380 1.914020
O -20.760400 8.976430 2.382720
C -21.381000 9.651040 3.425980
C -21.440780 8.799690 4.654790
C -20.944990 7.597260 0.035260
H -22.370690 9.893480 3.038890
H -20.865620 10.574150 3.691220
H -20.519260 8.555410 5.183200
H -21.862480 7.805860 4.504560
H -22.094550 9.150600 5.453260
H -19.909750 7.287850 -0.108440
H -21.033370 8.638680 -0.274140
H -21.680340 7.016420 -0.521500
O -11.076130 17.499300 5.758480
S -11.936180 17.582980 6.969150
O -11.282660 17.686120 8.265760
O -13.215450 18.727590 6.757480
C -13.730650 18.653210 5.439950
C -15.244580 18.722560 5.661900
C -12.936600 16.017420 7.043220
H -13.484900 17.734230 4.907800
H -13.341050 19.504510 4.881730
H -15.537190 19.629240 6.191430
H -15.709890 18.095560 6.422470
H -15.891850 18.625040 4.790330
H -13.112060 15.580610 6.060110
H -13.801260 16.202160 7.680670
H -12.424080 15.280430 7.661500
O -12.484700 10.056800 6.468360
S -12.054230 11.443610 6.209050
O -11.492830 12.191800 7.305800
O -10.911140 11.401780 4.978280
C -10.373610 12.719130 4.637880
C -9.227570 12.571140 3.586560
C -13.347980 12.526330 5.349500
H -9.719210 13.020160 5.455940
H -11.124790 13.480160 4.426580
H -8.456150 11.809410 3.699580
H -8.538230 13.410900 3.498710
H -9.704120 12.396750 2.621890
H -12.943880 13.538630 5.341400
H -14.287320 12.379980 5.882720
H -13.358790 12.112420 4.341200
O -18.456530 16.741180 13.411500
S -19.550300 16.013280 12.756270
O -20.945470 15.967940 13.220590
O -19.430940 16.314560 11.118070
C -20.588130 15.980740 10.358880
C -21.534640 17.148280 10.234370
C -19.015200 14.271000 12.598530
H -21.288810 15.192600 10.634550
H -20.259370 15.646200 9.374970
H -21.840180 17.387650 11.252920
H -22.410180 16.697320 9.767280
H -21.271700 18.032900 9.654360
H -19.648180 13.881630 11.801140
H -19.176430 13.798490 13.567460
H -17.960280 14.312070 12.327340
O -16.912560 15.671170 -1.231090
S -18.342590 15.983610 -1.010710
O -19.353790 14.927700 -0.891800
O -18.412660 16.925840 0.316240
C -17.550340 18.084820 0.286530
C -17.081680 18.324950 1.748960
C -18.827160 17.228620 -2.373690
H -18.123170 18.992110 0.094730
H -16.655670 17.961930 -0.323840
H -16.098260 17.865130 1.846690
H -17.753910 18.042050 2.558990
H -17.065130 19.404240 1.900520
H -17.965590 17.846660 -2.626320
H -19.647930 17.811500 -1.955740
H -19.159490 16.637470 -3.227040

Atoms 1-6, force components in eV/Å:
As -1.1 0.8 -0.3
F 1.0 0.4 -1.5
F -1.0 1.4 -0.4
F -0.8 -0.6 1.5
F 1.4 -1.7 0.9
F -1.2 -1.1 -1.8

HOMO level: -0.3259 Ha
LUMO: 0.03975 Ha
Orbital gap: 10.0 eV
F_max: 0.123 Eh/bohr
Total charge: -1
Calculated total energy: -380411.22497 eV
Multiplicity: 1


This record from OMol25 describes a 12-piece molecular cluster, C45H125N11O12 overall. The level of theory is ωB97M-V/def2-TZVPD.

Cartesian coordinates (Å):
C 8.868620 -1.803069 1.736721
O 7.487080 -1.461789 2.019581
C 7.181530 -0.132429 1.489101
C 5.754000 0.355611 1.855871
C 4.648570 -0.649809 1.647801
N 5.431950 1.441301 0.977231
H 9.203640 -2.778069 2.090591
H 9.443700 -1.146629 2.389761
H 9.307780 -1.693679 0.745121
H 8.006550 0.479481 1.853811
H 7.231450 -0.121349 0.400301
H 5.775590 0.703321 2.888691
H 4.531820 -1.287219 2.524261
H 4.693890 -1.271959 0.753951
H 3.713970 -0.096929 1.553201
H 6.288210 1.975161 1.020881
H 5.348630 1.026941 0.059921
C 3.424970 6.976321 2.517251
O 2.357220 6.215651 1.833891
C 1.211760 7.105741 1.755211
C 0.028120 6.393361 1.026241
C -1.190110 7.291791 0.803331
N -0.430000 5.182721 1.678511
H 3.189100 7.188651 3.560031
H 3.551790 7.878631 1.919031
H 4.405430 6.501711 2.477941
H 0.922140 7.393061 2.765981
H 1.462030 7.958781 1.124501
H 0.324270 6.074801 0.026781
H -0.882270 8.255941 0.398681
H -1.745490 7.447721 1.728171
H -1.958050 6.877671 0.149971
H -1.001350 5.465651 2.461841
H 0.370350 4.744211 2.111241
C -4.828600 -2.513309 2.833331
O -5.721030 -2.589069 1.704381
C -5.497200 -3.809029 1.041511
C -6.545980 -3.973749 -0.088179
C -6.548260 -2.738519 -1.029099
N -7.884780 -4.122329 0.325771
H -5.103210 -1.736309 3.546741
H -3.788440 -2.356389 2.547741
H -4.961690 -3.429319 3.408931
H -4.532790 -3.763369 0.535621
H -5.532100 -4.679559 1.696551
H -6.320390 -4.824579 -0.731059
H -7.286300 -2.863779 -1.821369
H -5.600110 -2.590089 -1.545899
H -6.543340 -1.819059 -0.443709
H -8.086840 -3.265369 0.820621
H -7.862530 -4.735419 1.128101
C 0.150090 -3.850619 2.368131
O -0.115400 -4.146779 1.034211
C -0.235490 -5.572809 0.753321
C -0.697630 -5.845459 -0.718169
C -2.222280 -5.696719 -0.879639
N -0.313660 -7.181019 -1.183439
H 0.288430 -2.779439 2.514931
H 1.124000 -4.269839 2.620831
H -0.473280 -4.180119 3.199361
H 0.740920 -6.048449 0.845461
H -0.850310 -6.054929 1.513361
H -0.166780 -5.188849 -1.407489
H -2.534400 -4.722209 -0.504109
H -2.696420 -6.455729 -0.257389
H -2.616980 -5.939559 -1.866219
H -0.627030 -7.243989 -2.141529
H 0.681900 -7.351159 -1.180799
C -5.070390 1.346861 0.870851
O -4.083360 2.369161 0.794461
C -3.935550 2.897191 -0.521239
C -2.901250 4.041141 -0.457429
C -2.884910 4.716671 -1.813629
N -1.569180 3.530571 -0.292859
H -4.994210 0.828861 1.826871
H -5.002840 0.525801 0.157131
H -6.033960 1.847411 0.775631
H -3.523090 2.115521 -1.159189
H -4.915840 3.215061 -0.876329
H -3.115570 4.668151 0.408041
H -2.655000 3.961001 -2.564769
H -2.261270 5.590641 -2.001619
H -3.923130 4.985671 -2.008119
H -1.131150 4.185251 0.339301
H -1.625050 2.694471 0.270971
C -2.046080 1.180971 2.785361
O -1.249210 0.724991 3.880031
C -1.503590 -0.592779 4.227481
C -0.721000 -1.024119 5.496101
C 0.854660 -0.773029 5.494211
N -0.801980 -2.490989 5.566521
H -1.651380 2.131461 2.426341
H -3.116600 1.210621 2.988361
H -1.822200 0.526561 1.942911
H -2.562200 -0.729369 4.448401
H -1.223780 -1.236149 3.393291
H -1.182110 -0.680849 6.422191
H 1.145390 0.250681 5.258401
H 1.359390 -1.374639 4.738301
H 1.259030 -1.037369 6.471311
H -0.155160 -2.875299 6.240331
H -1.688630 -2.755339 5.971591
C 4.204490 4.010761 -1.339489
O 3.153340 3.987331 -2.303179
C 2.045830 3.147821 -1.928859
C 0.926020 3.284641 -2.884659
C 0.368100 4.668441 -3.017219
N -0.142780 2.398971 -2.510439
H 4.702910 3.073761 -1.091049
H 3.770980 4.398091 -0.417459
H 5.027320 4.690021 -1.562309
H 2.423450 2.125931 -1.893629
H 1.770130 3.312531 -0.887249
H 1.419040 3.018581 -3.819669
H -0.406690 4.796791 -3.773079
H 1.244120 5.289761 -3.203359
H 0.029620 5.075971 -2.064609
H -0.596790 2.905341 -1.763729
H 0.210530 1.559821 -2.073299
C -4.155550 -4.208829 -8.074939
O -4.260300 -4.516399 -6.649239
C -3.015750 -4.326189 -6.006609
C -3.097500 -4.642309 -4.464699
C -4.027420 -3.703579 -3.738259
N -1.696730 -4.573429 -3.895039
H -5.125400 -4.231789 -8.571899
H -3.627500 -5.074409 -8.474979
H -3.688520 -3.244989 -8.277399
H -2.217430 -4.940109 -6.423599
H -2.664240 -3.307979 -6.173349
H -3.586220 -5.615389 -4.416099
H -4.156680 -3.927349 -2.679339
H -5.005020 -3.560829 -4.198699
H -3.501900 -2.760009 -3.885239
H -1.271340 -3.771169 -4.337219
H -1.824380 -4.255759 -2.944829
C 2.324800 -3.739129 -2.206549
O 1.662930 -2.795089 -2.992539
C 1.636330 -3.122929 -4.386779
C 0.807560 -2.063709 -5.125539
C 1.213310 -0.618569 -4.744259
N -0.608690 -2.198789 -4.864199
H 2.550780 -3.298439 -1.235559
H 3.261650 -3.957149 -2.719269
H 1.790360 -4.685019 -2.118409
H 2.654730 -3.060909 -4.770309
H 1.249190 -4.119939 -4.597029
H 0.947490 -2.210449 -6.196509
H 1.096860 -0.330659 -3.699439
H 0.689430 0.099671 -5.374949
H 2.294140 -0.507039 -4.830689
H -0.754310 -1.987669 -3.887299
H -1.166860 -1.525729 -5.369709
C 1.824600 4.593961 6.335581
O 1.633520 3.345751 5.621711
C 1.809740 3.568221 4.208891
C 3.053660 2.823791 3.651391
C 4.379590 3.356981 4.208491
N 3.131220 3.024951 2.173981
H 0.974160 5.258981 6.185211
H 2.718120 5.108811 5.982511
H 1.867320 4.410191 7.409131
H 0.983630 3.100331 3.673421
H 1.880670 4.588421 3.831731
H 2.967220 1.756971 3.857621
H 4.592360 4.409711 4.022531
H 5.208130 2.760471 3.826661
H 4.439360 3.198131 5.285201
H 3.348450 4.003141 2.047241
H 3.969900 2.561181 1.855201
C 0.968990 0.849231 1.041091
O -0.028890 0.425071 0.101951
C 0.163850 -0.860039 -0.432229
C -1.064760 -1.258439 -1.278649
C -2.445980 -1.222429 -0.516619
N -0.859640 -2.648239 -1.653979
H 1.971940 0.816911 0.615481
H 0.953920 0.253011 1.953441
H 0.849250 1.887411 1.350841
H 1.081940 -0.855699 -1.019759
H 0.261010 -1.636939 0.326121
H -1.165230 -0.600879 -2.142149
H -2.333280 -1.680859 0.465851
H -3.260660 -1.731459 -1.031679
H -2.778760 -0.235679 -0.194599
H -0.754590 -3.156219 -0.787359
H 0.066720 -2.712169 -2.051309
C 3.971500 -0.594279 -2.502619
O 4.984980 -0.109039 -1.674409
H 3.692710 0.192321 -3.203789
H 4.235470 -1.484839 -3.072989
H 3.135420 -0.826129 -1.842829
H 5.677130 0.227771 -2.248079

Atoms 1-6, force components in eV/Å:
C 0.3 0.8 1.6
O 0.5 0.0 -1.5
C 0.0 -1.7 0.6
C 0.7 -1.2 0.0
C -0.6 -0.7 0.9
N 0.8 1.0 0.3

HOMO level: -0.3012 Ha
ΔE to the lowest compared entry with this formula, charge and spin: 158.6 kJ/mol
SMILES string: COC[C@H](C)N.COC[C@H](C)N.COC[C@H](C)N.COC[C@H](C)N.COC[C@H](C)N.COC[C@H](C)N.COC[C@H](C)N.COC[C@H](C)N.COC[C@H](C)N.COC[C@H](C)N.COC[C@H](C)N.CO
LUMO: 0.01376 Ha
Orbital gap: 8.6 eV
F_max: 0.048 Eh/bohr
Calculated total energy: -89644.93754 eV
Multiplicity: 1